Density functional theory data (ωB97M-V/def2-TZVPD) for a gas-phase ion, C8H11N4O3S (charge +1) in a non-equilibrium geometry.

Each atom is followed by the atoms it is bonded to, with distances in Å.
Positions of all 27 atoms, in Å:
1 C -1.4096 -1.0461 -2.6428  C2 1.672, H17 1.171, H18 1.179, H19 1.181
2 C -0.8496 0.5136 -2.8682  C1 1.672, O3 1.361, O4 1.491
3 O 0.3018 0.5999 -3.5895  C2 1.361
4 O -1.5832 1.7068 -2.3565  C2 1.491, C5 1.474
5 C -1.6731 1.6765 -0.8859  O4 1.474, O6 1.352, C7 1.671
6 O -2.6227 0.9528 -0.2521  C5 1.352
7 C -0.5744 2.4943 0.0708  C5 1.671, N8 1.513, H20 1.181, H21 1.184
8 N 0.7179 1.7140 -0.0312  C7 1.513, C9 1.376, H22 1.064
9 C 1.0687 0.7220 0.8560  N8 1.376, N10 1.523, N16 1.532
10 N 2.3255 -0.1373 0.8080  C9 1.523, C11 1.541, H23 1.054
11 C 1.8025 -1.4763 1.3633  N10 1.541, N12 1.513, C15 1.642, H24 1.187
12 N 1.1610 -2.1185 0.1529  C11 1.513, C13 1.401
13 C -0.1129 -2.5691 0.5221  N12 1.401, S14 1.734
14 S -1.8461 -2.5670 0.5897  C13 1.734
15 C 0.8656 -0.9054 2.5854  C11 1.642, N16 1.515, H25 1.180, H26 1.171
16 N 0.1886 0.3402 2.0510  C9 1.532, C15 1.515, H27 1.049
17 H -1.5159 -1.5899 -3.6741  C1 1.171
18 H -0.5465 -1.5953 -2.0564  C1 1.179
19 H -2.4215 -0.9847 -2.0364  C1 1.181
20 H -1.0573 2.5031 1.1490  C7 1.181
21 H -0.4627 3.6300 -0.2457  C7 1.184
22 H 1.3845 1.8768 -0.8439  N8 1.064
23 H 3.1572 0.2645 1.3163  N10 1.054
24 H 2.7989 -2.0428 1.6703  C11 1.187
25 H 1.5858 -0.5117 3.4335  C15 1.180
26 H 0.1288 -1.6288 3.1377  C15 1.171
27 H -0.8111 0.1782 1.7768  N16 1.049

Calculated values
Maximum force = 9.7 eV/A
Energy = -1153.8519 a.u.
HOMO level = -13.239 eV
SMILES = CC(=O)OC(=O)CNC1=[NH+][C@H](N=C=S)CN1
Orbital gap = 8.60 eV
Total charge = +1

These are the Mulliken partial charges, in e, on atoms 1 to 6:
1 C -0.47
2 C 0.48
3 O -0.48
4 O -0.27
5 C 0.58
6 O -0.45



Density functional theory data (ωB97M-V/def2-TZVPD) for a single C8H11NO molecule in a non-equilibrium geometry.

Each atom is followed by the atoms it is bonded to, with distances in Å.
Positions of all 21 atoms, in Å:
1 C 0.5025 0.9478 -1.8116  C2 1.503, H11 1.100, H12 1.100, H13 1.100
2 C 0.6740 0.3332 -0.4502  C1 1.503, C3 1.550, C6 1.550, C7 1.582
3 C 1.3285 1.1228 0.7114  C2 1.550, C4 1.523, H14 1.101, H15 1.098
4 C 0.5420 0.2202 1.6529  C3 1.523, C5 1.512, C7 1.515, H16 1.090
5 C 0.5022 -1.1585 1.0327  C4 1.512, C6 1.523, C7 1.516, H17 1.090
6 C 1.2650 -1.0900 -0.2835  C2 1.550, C5 1.523, H18 1.098, H19 1.101
7 C -0.4644 -0.0895 0.5634  C2 1.582, C4 1.515, C5 1.516, C8 1.467
8 C -1.9301 -0.0527 0.6085  C7 1.467, N9 1.350, O10 1.239
9 N -2.5812 -0.7196 -0.3677  C8 1.350, H20 1.011, H21 1.041
10 O -2.5549 0.2516 1.6348  C8 1.239
11 H 1.4853 1.2180 -2.2253  C1 1.100
12 H 0.0277 0.2451 -2.5122  C1 1.100
13 H -0.1023 1.8654 -1.7644  C1 1.100
14 H 2.4286 1.1127 0.7656  C3 1.101
15 H 0.9577 2.1560 0.7504  C3 1.098
16 H 0.3061 0.3737 2.7054  C4 1.090
17 H 0.2337 -2.0358 1.6203  C5 1.090
18 H 0.8438 -1.7857 -1.0218  C6 1.098
19 H 2.3627 -1.1774 -0.2635  C6 1.101
20 H -2.4858 -0.3950 -1.3206  N9 1.011
21 H -3.3410 -1.3424 -0.0243  N9 1.041

Calculated values
Maximum force = 3.3 eV/A
Energy = -441.3477 a.u.
HOMO level = -9.042 eV
SMILES = C[C@]12C[C@@H]3[C@H](C1)[C@@]32C(N)=O
Orbital gap = 9.82 eV

These are the Mulliken partial charges, in e, on atoms 1 to 6:
1 C -1.74
2 C 0.58
3 C -0.70
4 C -0.45
5 C -0.41
6 C -0.68